# 1
{"formula": "C4H7BrNS", "method": "the ωB97M-V functional and the def2-TZVPD basis", "charge": 1, "lumo_ev": [-6.1, -6.1], "de_lowest_ev": 2.438, "homo_ev": [-13.26, -13.26], "symbols": ["C", "C", "C", "C", "N", "S", "Br", "H", "H", "H", "H", "H", "H", "H"], "positions_angstrom": [[-0.85, 1.69, 0.14], [-1.07, 0.33, 0.10], [1.72, 1.28, -0.48], [-0.21, -1.99, 0.19], [-0.08, -0.55, 0.20], [0.70, 2.42, 0.11], [-2.87, -0.25, -0.08], [-1.67, 2.39, 0.22], [1.47, 0.41, -1.05], [2.76, 1.58, -0.51], [0.40, -2.39, -0.63], [0.16, -2.41, 1.12], [-1.24, -2.30, 0.04], [0.77, -0.21, 0.63]]}

***

# 2
{"formula": "C6H10S", "method": "the ωB97M-V functional and the def2-TZVPD basis", "lumo_ev": [-2.5, -2.4], "de_lowest_ev": 6.120, "homo_ev": [-9.46, -9.09], "symbols": ["C", "C", "C", "C", "C", "C", "S", "H", "H", "H", "H", "H", "H", "H", "H", "H", "H"], "positions_angstrom": [[0.49, -0.33, 1.32], [0.03, -0.45, 0.21], [1.02, -0.18, 2.63], [-1.52, 0.53, -1.45], [0.75, -0.42, -2.18], [-0.45, -0.61, -1.20], [-0.24, 1.87, 4.38], [2.07, -0.25, 2.80], [0.41, -0.82, 3.30], [0.55, 0.83, 3.13], [-1.10, 1.41, -1.67], [-2.04, 0.66, -0.60], [-2.24, 0.23, -2.27], [1.45, 0.29, -1.82], [0.46, 0.07, -3.04], [1.31, -1.24, -2.25], [-0.97, -1.60, -1.28]]}

***

# 3
{"formula": "C5H9NO", "method": "the ωB97M-V functional and the def2-TZVPD basis", "lumo_ev": 0.8, "de_lowest_ev": 3.660, "homo_ev": -9.44, "symbols": ["C", "C", "N", "C", "C", "O", "C", "H", "H", "H", "H", "H", "H", "H", "H", "H"], "positions_angstrom": [[-1.60, 0.70, -0.86], [-0.38, -0.20, -0.69], [1.00, 0.44, -0.72], [0.79, 0.87, 0.72], [0.30, -0.59, 0.72], [-0.15, -1.40, 1.74], [1.51, -0.86, -0.14], [-1.58, 1.18, -1.84], [-2.51, 0.10, -0.80], [-1.68, 1.49, -0.11], [-0.44, -1.03, -1.41], [0.08, 1.69, 0.85], [1.73, 1.08, 1.24], [-1.06, -0.99, 1.78], [1.48, -1.71, -0.83], [2.50, -0.77, 0.33]]}

***

# 4
{"formula": "C27H44N3OP3Rh", "method": "the ωB97M-V functional and the def2-TZVPD basis", "charge": 3, "lumo_ev": [-8.2, -12.2], "multiplicity": 5, "de_lowest_ev": 0.216, "homo_ev": [-15.39, -15.42], "symbols": ["Rh", "P", "P", "P", "H", "C", "C", "H", "C", "C", "C", "C", "C", "C", "C", "C", "C", "H", "H", "H", "H", "H", "H", "H", "H", "H", "H", "H", "H", "H", "H", "H", "H", "H", "H", "H", "H", "H", "H", "H", "H", "H", "H", "H", "H", "H", "C", "C", "C", "C", "C", "C", "O", "H", "H", "H", "H", "H", "H", "N", "C", "C", "C", "C", "C", "C", "C", "N", "C", "C", "N", "C", "H", "H", "H", "H", "H", "H", "H"], "positions_angstrom": [[0.83, 0.61, -0.67], [2.57, 0.15, 0.68], [-0.32, 2.10, 0.51], [1.60, 2.14, -2.07], [-0.83, -4.28, -7.74], [0.14, -3.85, -7.99], [1.28, -4.45, -7.63], [1.28, -5.40, -7.09], [2.37, -1.57, 1.28], [2.98, 1.15, 2.13], [4.10, 0.02, -0.30], [-1.93, 2.69, -0.15], [-0.90, 1.53, 2.15], [0.55, 3.63, 1.10], [2.48, 1.25, -3.40], [2.84, 3.34, -1.45], [0.28, 3.11, -2.86], [0.14, -2.94, -8.60], [2.26, -4.06, -7.92], [1.82, -2.14, 0.53], [1.81, -1.56, 2.22], [3.36, -2.01, 1.44], [2.16, 1.17, 2.87], [3.21, 2.18, 1.84], [3.87, 0.72, 2.62], [3.93, -0.66, -1.15], [4.89, -0.40, 0.34], [4.42, 1.00, -0.68], [-2.39, 3.37, 0.58], [-2.59, 1.81, -0.28], [-1.83, 3.21, -1.12], [-1.20, 2.41, 2.74], [-0.13, 0.97, 2.69], [-1.78, 0.88, 2.02], [-0.06, 4.51, 0.88], [1.54, 3.78, 0.65], [0.69, 3.57, 2.19], [3.13, 1.94, -3.95], [1.75, 0.80, -4.09], [3.09, 0.45, -2.97], [3.63, 3.44, -2.21], [3.31, 3.00, -0.52], [2.40, 4.33, -1.29], [0.61, 3.43, -3.86], [0.02, 4.00, -2.27], [-0.62, 2.49, -2.98], [0.47, -1.69, -2.61], [-0.70, -1.21, -3.27], [-0.83, -1.30, -4.64], [0.16, -1.94, -5.39], [1.29, -2.49, -4.77], [1.44, -2.40, -3.40], [0.70, -1.47, -1.35], [-0.73, 0.19, -0.38], [-1.46, -0.72, -2.65], [-1.71, -0.89, -5.13], [0.04, -2.08, -6.46], [2.05, -2.99, -5.36], [2.31, -2.80, -2.87], [-5.52, 0.70, 9.53], [-4.99, 0.34, 8.54], [-4.38, -0.14, 7.32], [-3.81, -1.42, 7.29], [-3.21, -1.89, 6.12], [-3.28, -1.11, 4.95], [-3.82, 0.17, 4.98], [-4.30, 0.67, 6.19], [-2.65, -1.55, 3.77], [-1.43, -2.21, 3.68], [-1.16, -2.34, 2.33], [-2.19, -1.76, 1.60], [-3.03, -1.24, 2.47], [-3.84, -2.04, 8.20], [-2.74, -2.88, 6.12], [-3.82, 0.77, 4.07], [-4.63, 1.71, 6.25], [-0.81, -2.42, 4.54], [-0.30, -2.79, 1.87], [-3.90, -0.61, 2.26]]}

***

# 5
{"formula": "C10H35N13NaO11S", "method": "the ωB97M-V functional and the def2-TZVPD basis", "charge": -1, "lumo_ev": 0.5, "homo_ev": -5.31, "symbols": ["Na", "S", "O", "O", "O", "O", "C", "C", "C", "O", "C", "N", "H", "H", "H", "H", "H", "H", "H", "H", "H", "H", "H", "C", "O", "N", "N", "H", "H", "H", "H", "C", "O", "N", "N", "H", "H", "H", "H", "C", "O", "N", "N", "H", "H", "H", "H", "C", "O", "N", "N", "H", "H", "H", "H", "C", "O", "N", "N", "H", "H", "H", "H", "C", "O", "N", "N", "H", "H", "H", "H"], "positions_angstrom": [[17.80, -1.23, -22.34], [14.74, -0.43, -24.23], [14.14, 0.33, -25.30], [13.71, -1.22, -23.60], [15.79, -1.29, -24.78], [15.33, 0.41, -23.19], [15.94, -5.83, -21.58], [16.54, -6.68, -20.49], [17.91, -7.25, -20.65], [18.09, -8.31, -19.72], [19.44, -8.63, -19.30], [16.29, -5.97, -19.17], [14.91, -5.63, -21.29], [15.90, -6.24, -22.60], [16.61, -4.97, -21.62], [15.91, -7.57, -20.49], [18.61, -6.41, -20.62], [18.07, -7.63, -21.65], [20.13, -8.97, -20.07], [19.52, -9.29, -18.44], [19.82, -7.68, -18.92], [16.47, -6.61, -18.41], [15.29, -5.91, -19.22], [15.16, -0.53, -30.10], [15.38, -0.69, -31.29], [15.94, -0.96, -29.14], [14.19, -0.06, -29.49], [16.81, -1.36, -29.47], [15.71, -0.93, -28.16], [13.52, 0.56, -29.92], [14.26, -0.08, -28.48], [19.73, -4.39, -24.73], [19.91, -3.75, -23.72], [20.51, -5.31, -25.17], [18.71, -4.27, -25.41], [20.17, -5.96, -25.87], [21.30, -5.52, -24.58], [17.95, -3.62, -25.25], [18.45, -5.08, -25.95], [9.23, 0.79, -24.55], [8.02, 1.17, -24.70], [9.95, 0.85, -23.45], [10.05, 0.38, -25.48], [10.80, 0.32, -23.52], [9.56, 1.11, -22.55], [9.54, 0.20, -26.32], [11.05, 0.42, -25.31], [13.80, 4.51, -20.87], [13.44, 5.48, -20.20], [13.26, 3.93, -21.89], [14.79, 3.68, -20.51], [13.79, 3.34, -22.53], [12.34, 4.30, -22.08], [15.38, 3.83, -19.70], [14.93, 2.93, -21.16], [16.41, 4.25, -26.31], [17.01, 5.21, -26.75], [15.48, 3.64, -27.03], [16.66, 3.68, -25.14], [14.98, 2.85, -26.63], [15.35, 3.99, -27.97], [17.45, 4.11, -24.69], [16.30, 2.80, -24.79], [11.99, -1.26, -19.41], [11.63, -1.02, -18.31], [11.88, -2.49, -20.06], [12.63, -0.47, -20.21], [11.29, -3.22, -19.69], [12.17, -2.50, -21.03], [13.00, 0.45, -20.00], [12.92, -0.88, -21.08]]}

***

# 6
{"formula": "C27H23EuN2O5S3Sb", "method": "the ωB97M-V functional and the def2-TZVPD basis", "charge": -1, "lumo_ev": [2.3, -1.3], "multiplicity": 7, "homo_ev": [-2.89, -5.74], "symbols": ["Eu", "O", "C", "O", "C", "C", "C", "C", "C", "N", "C", "O", "O", "H", "H", "H", "S", "C", "N", "C", "C", "C", "C", "C", "C", "S", "H", "H", "H", "H", "C", "Sb", "C", "C", "H", "H", "H", "H", "H", "H", "H", "H", "H", "C", "C", "O", "S", "C", "C", "C", "C", "C", "C", "C", "C", "H", "H", "H", "H", "H", "H", "H"], "positions_angstrom": [[0.67, -1.67, -0.02], [-3.62, -2.10, 1.22], [-2.41, -2.00, 1.17], [-1.67, -1.81, 0.18], [-1.57, -2.02, 2.47], [-2.13, -2.08, 3.73], [-1.28, -1.88, 4.82], [0.11, -1.80, 4.66], [0.56, -1.70, 3.30], [-0.25, -1.81, 2.30], [1.99, -1.22, 2.88], [2.83, -1.07, 3.70], [2.14, -1.08, 1.61], [-3.20, -2.17, 3.78], [-1.70, -1.73, 5.84], [0.84, -1.49, 5.43], [0.38, -3.82, -1.89], [0.37, -4.44, -0.34], [1.19, -4.16, 0.66], [0.86, -4.84, 1.83], [1.45, -4.72, 3.08], [1.04, -5.52, 4.18], [-0.03, -6.39, 4.00], [-0.63, -6.45, 2.81], [-0.16, -5.75, 1.68], [-0.83, -5.70, 0.07], [2.22, -3.97, 3.23], [1.37, -5.39, 5.24], [-0.41, -6.91, 4.90], [-1.45, -7.16, 2.67], [-2.09, 1.43, -0.53], [-0.60, 1.29, 0.94], [-1.90, 1.62, 2.65], [0.11, 3.33, 0.76], [-2.79, 2.19, -0.27], [-2.50, 0.45, -0.46], [-1.70, 1.40, -1.59], [-2.90, 2.03, 2.40], [-1.43, 2.41, 3.35], [-1.98, 0.72, 3.22], [-0.32, 3.58, -0.19], [1.18, 3.43, 0.73], [-0.28, 4.06, 1.52], [-0.52, 5.64, -6.15], [0.66, 6.36, -6.71], [0.55, 7.34, -7.37], [2.31, 5.74, -6.31], [2.03, 4.30, -5.20], [1.84, 4.55, -3.84], [1.56, 3.50, -2.97], [1.52, 2.14, -3.38], [1.75, 1.98, -4.73], [1.98, 2.97, -5.62], [1.31, 1.02, -2.50], [1.02, 0.02, -1.88], [-0.52, 5.61, -5.04], [-0.75, 4.60, -6.44], [-1.38, 6.12, -6.53], [1.85, 5.55, -3.39], [1.48, 3.70, -1.90], [1.68, 0.96, -5.10], [2.17, 2.79, -6.67]]}

***

# 7
{"formula": "C2H6BrP", "method": "the ωB97M-V functional and the def2-TZVPD basis", "lumo_ev": [-0.1, -0.2], "de_lowest_ev": 5.335, "homo_ev": [-7.91, -8.51], "symbols": ["C", "C", "P", "Br", "H", "H", "H", "H", "H", "H"], "positions_angstrom": [[1.13, 0.19, 0.42], [-1.64, -1.00, 0.07], [1.25, 1.92, 0.13], [-2.51, 0.47, -0.67], [1.96, -0.14, 1.14], [1.09, -0.33, -0.57], [-0.97, -1.59, -0.55], [-2.30, -1.46, 0.84], [0.89, 2.50, 1.27], [0.00, 2.18, -0.66]]}

***

# 8
{"formula": "C19H27N2SY", "method": "the ωB97M-V functional and the def2-TZVPD basis", "charge": 2, "lumo_ev": -6.8, "de_lowest_ev": 0.785, "homo_ev": -14.83, "symbols": ["Y", "C", "C", "C", "C", "C", "H", "H", "H", "H", "H", "C", "C", "C", "C", "C", "C", "C", "C", "C", "C", "H", "H", "H", "H", "H", "H", "H", "H", "H", "H", "H", "H", "H", "H", "C", "N", "C", "C", "N", "C", "S", "H", "H", "H", "H", "H", "H", "H", "H"], "positions_angstrom": [[0.30, -0.56, -0.81], [1.05, -2.77, -1.84], [0.07, -2.10, -2.62], [-1.18, -2.45, -2.02], [-0.95, -3.18, -0.87], [0.44, -3.38, -0.75], [2.11, -2.80, -2.06], [0.24, -1.72, -3.61], [-2.15, -2.17, -2.39], [-1.71, -3.53, -0.19], [0.93, -3.93, 0.04], [-2.43, 2.10, 1.66], [-1.28, 2.53, 0.75], [0.06, 2.52, 1.51], [-1.22, 1.77, -0.56], [-2.23, 0.93, -1.02], [-2.25, 0.46, -2.32], [-1.22, 0.74, -3.23], [-1.30, 0.30, -4.66], [-0.14, 1.49, -2.75], [-0.16, 2.02, -1.45], [-2.41, 2.68, 2.58], [-2.34, 1.04, 1.93], [-3.40, 2.26, 1.19], [-1.46, 3.57, 0.46], [0.35, 1.50, 1.76], [-0.06, 3.07, 2.45], [0.86, 3.01, 0.95], [-3.06, 0.68, -0.36], [-3.10, -0.12, -2.66], [-1.69, 1.12, -5.27], [-1.98, -0.55, -4.78], [-0.33, 0.04, -5.06], [0.69, 1.72, -3.41], [0.66, 2.67, -1.14], [0.92, -0.31, 4.39], [1.61, -0.53, 3.12], [3.05, -0.25, 2.97], [3.34, -0.64, 1.50], [1.99, -1.00, 0.95], [1.04, -0.93, 2.02], [-0.57, -1.25, 1.66], [1.23, 0.65, 4.80], [1.18, -1.09, 5.10], [-0.15, -0.31, 4.23], [3.63, -0.84, 3.68], [3.23, 0.80, 3.17], [3.99, -1.50, 1.43], [3.78, 0.18, 0.94], [2.00, -1.95, 0.60]]}

***

E_tot (computed, a.u.): -3183.2355; -632.5846; -325.8030; -2428.2526; -2502.1674; -3673.4587; -2994.9895; -1285.7690